Here is the molecule C6H10OS in a non-equilibrium geometry from OMol25. Energies are from ωB97M-V with the def2-TZVPD basis set.

## Properties
**Frontier orbital gap**: 0.2824 Ha
**Multiplicity**: 1
**Relative energy (zero: lowest compared OMol25 entry of this formula, charge and spin)**: 2.305 eV
**LUMO**: -0.78 eV
**DFT total energy**: -707.96558 Ha
**E_HOMO**: -0.311 hartree
**Net charge**: 0

Geometry as XYZ:
```
18
Properties=species:S:1:pos:R:3:forces:R:3
C 1.01281 1.97394 0.59116 -1.48 0.21 -0.39
O 0.06780 1.39542 -0.39301 1.16 -0.47 1.14
C -0.20687 0.05889 -0.07712 -1.04 1.78 -0.23
C 0.79052 -0.94562 -0.01520 2.25 -0.07 0.18
S 2.43989 -0.77707 -0.18290 -1.53 -0.53 -0.11
C -1.51381 -0.25249 0.05802 -2.46 0.62 -1.52
C -2.09141 -1.57908 0.40835 1.90 -0.69 1.09
C -2.68230 0.71552 -0.39583 0.34 -0.68 1.94
H 1.93692 1.48359 0.50111 1.02 -0.85 0.18
H 0.60035 1.85473 1.62982 0.31 0.49 -0.97
H 1.25239 2.99020 0.26004 -0.79 0.02 0.36
H 0.38352 -1.92868 0.17014 0.21 -0.18 0.01
H -2.94725 -1.42696 1.06285 0.15 -0.21 0.23
H -1.28707 -2.21385 0.86789 -1.22 0.38 0.06
H -2.42733 -2.14330 -0.43388 -0.39 -0.15 -0.89
H -3.11766 0.39720 -1.35929 0.40 0.08 0.37
H -3.52712 0.71091 0.37951 1.17 -0.19 -1.03
H -2.30110 1.71895 -0.42385 0.01 0.45 -0.42
```
Positions in Å, forces in eV/Å.